Record 1
The following is a DFT calculation (ωB97M-V/def2-TZVPD) of an isolated molecule of C2H8BN.

- Frontier orbital gap: 10.10 eV
- 2S+1: 1
- Energy above the lowest of the compared OMol25 structures with the same formula, charge and spin: 179.7 kJ/mol
- HOMO level: -0.339 hartree
- E: -160.569952 Ha
- LUMO energy: 0.0325 Ha
- Net charge: 0

Atoms and positions in Å:
B 1.674 -0.148 0.081
C -0.545 1.211 0.047
C -0.740 -1.174 0.055
N 0.139 -0.058 0.128
H 2.326 0.867 -0.132
H 2.157 -1.169 -0.097
H -1.225 1.275 -0.704
H -1.109 1.424 0.871
H 0.134 2.107 -0.088
H -1.454 -0.855 -0.720
H -0.090 -2.050 -0.402
H -1.268 -1.429 0.960

---

Record 2
The following is a DFT calculation (ωB97M-V/def2-TZVPD) of a structure of composition C2H8INP.

- Frontier orbital gap: 6.98 eV
- 2S+1: 1
- HOMO level: -0.469 hartree
- E: -774.497883 Ha
- LUMO energy: -0.2121 Ha
- Net charge: +1

Atoms and positions in Å:
C -1.493 -0.925 -0.085
P -0.017 0.125 -0.504
C -0.085 1.800 0.294
N 1.521 -0.739 -0.058
I 2.222 -1.748 -1.768
H -2.166 -0.447 0.636
H -1.248 -1.911 0.329
H -2.052 -1.060 -1.012
H -1.057 2.248 0.066
H 0.040 1.817 1.383
H 0.661 2.433 -0.193
H 1.401 -1.467 0.652
H 2.272 -0.125 0.260

---

Record 3
The following is a DFT calculation (ωB97M-V/def2-TZVPD) of a cluster of 13 separate species, C26H76FN4O14S in total.

- Frontier orbital gap: 5.48 eV
- 2S+1: 1
- HOMO level: -0.413 hartree
- E: -2806.039754 Ha
- LUMO energy: -0.2114 Ha
- Net charge: +1

Atoms and positions in Å:
N 4.373 5.444 -1.977
C 3.828 4.217 -1.701
N 4.004 3.184 -2.796
C 3.275 2.020 -2.141
S 3.277 0.483 -3.208
O 2.312 -0.636 -2.754
O 3.040 0.811 -4.725
F 4.898 -0.168 -3.118
N 2.730 2.317 -0.762
N 3.067 3.668 -0.515
H 3.817 6.320 -1.839
H 5.335 5.450 -2.415
H 2.216 1.640 -0.156
H 2.819 4.203 0.354
C -1.825 1.450 0.994
C -0.369 1.500 0.580
O 0.311 0.347 1.054
H -1.913 1.396 2.084
H -2.361 2.335 0.640
H -2.312 0.557 0.590
H 0.120 2.383 1.003
H -0.272 1.542 -0.510
H -0.126 -0.431 0.665
C -2.178 -2.455 3.413
C -1.930 -2.635 1.929
O -0.548 -2.470 1.646
H -1.854 -1.461 3.739
H -3.240 -2.574 3.647
H -1.604 -3.184 3.993
H -2.488 -1.890 1.354
H -2.240 -3.631 1.598
H -0.062 -3.141 2.155
C 2.375 -3.563 -4.575
C 1.363 -4.043 -5.595
O 0.070 -4.087 -5.011
H 2.389 -4.227 -3.705
H 3.379 -3.527 -5.008
H 2.113 -2.565 -4.209
H 1.616 -5.049 -5.941
H 1.334 -3.376 -6.462
H -0.149 -3.187 -4.714
C 8.526 6.456 0.323
C 7.083 6.117 0.632
O 6.537 5.323 -0.411
H 8.600 6.998 -0.626
H 8.961 7.072 1.116
H 9.124 5.545 0.217
H 6.485 7.029 0.715
H 7.003 5.564 1.573
H 7.071 4.512 -0.472
C 1.302 -1.326 6.299
C 1.015 -2.768 5.937
O 0.406 -2.834 4.656
H 0.377 -0.739 6.303
H 1.768 -1.257 7.286
H 1.968 -0.866 5.562
H 0.332 -3.218 6.664
H 1.937 -3.359 5.918
H 1.024 -2.441 4.016
C -2.360 3.033 -3.392
C -1.908 4.353 -2.802
O -1.525 4.173 -1.447
H -3.203 2.627 -2.824
H -2.663 3.155 -4.435
H -1.556 2.291 -3.342
H -2.720 5.085 -2.834
H -1.056 4.759 -3.357
H -0.797 3.528 -1.431
C -6.908 1.587 -1.261
C -5.452 1.636 -1.676
O -4.773 0.483 -1.202
H -6.996 1.532 -0.171
H -7.445 2.471 -1.615
H -7.396 0.693 -1.665
H -4.964 2.519 -1.252
H -5.356 1.678 -2.765
H -5.210 -0.295 -1.591
C 3.511 -7.221 -1.867
C 4.745 -6.767 -2.618
O 5.194 -7.800 -3.483
H 3.726 -8.121 -1.281
H 3.155 -6.438 -1.192
H 2.707 -7.479 -2.563
H 5.554 -6.531 -1.920
H 4.535 -5.875 -3.216
H 4.472 -7.996 -4.105
C -0.953 -2.869 10.987
C -0.704 -3.049 9.504
O 0.678 -2.884 9.220
H -0.628 -1.876 11.314
H -2.014 -2.989 11.222
H -0.379 -3.599 11.568
H -1.262 -2.305 8.929
H -1.014 -4.045 9.172
H 1.164 -3.556 9.729
C -0.293 2.807 -7.216
C 0.160 4.127 -6.626
O 0.542 3.947 -5.271
H -1.136 2.401 -6.648
H -0.596 2.929 -8.259
H 0.511 2.065 -7.166
H -0.653 4.858 -6.658
H 1.011 4.533 -7.181
H 1.270 3.302 -5.255
C -1.900 -6.228 6.080
C -2.576 -6.069 7.427
O -2.754 -4.691 7.720
H -0.928 -5.724 6.076
H -1.752 -7.285 5.841
H -2.501 -5.768 5.289
H -1.962 -6.510 8.217
H -3.554 -6.559 7.435
H -3.307 -4.310 7.017
C -7.010 4.978 -4.572
C -5.851 4.347 -5.317
O -5.660 3.012 -4.875
H -6.823 4.972 -3.493
H -7.168 6.010 -4.898
H -7.932 4.410 -4.738
H -4.928 4.904 -5.130
H -6.037 4.338 -6.395
H -6.482 2.523 -5.052

---

Record 4
The following is a DFT calculation (ωB97M-V/def2-TZVPD) of an isolated molecule of C12H6Cl2N4O2.

- Frontier orbital gap: 6.46 eV
- 2S+1: 1
- HOMO level: -0.290 hartree
- E: -1750.662439 Ha
- LUMO energy: -0.0524 Ha
- Net charge: 0

Atoms and positions in Å:
N -1.897 2.047 -2.111
C -1.708 1.671 -1.007
C -1.565 1.182 0.298
C -0.211 0.861 0.692
C 0.758 1.908 0.301
N 1.435 2.849 0.109
C -0.049 0.535 2.168
O 1.077 0.707 2.618
C -1.273 0.249 2.974
Cl -1.038 -0.102 4.631
C -2.553 0.439 2.488
Cl -3.940 -0.059 3.354
C -2.757 0.899 1.079
O -3.872 0.994 0.561
C 2.447 -1.181 -2.934
N 1.572 -1.128 -1.725
C 0.993 -0.007 -1.272
N 0.319 -0.249 -0.139
C 0.437 -1.608 0.132
C 1.231 -2.162 -0.834
H 2.775 -2.229 -3.098
H 1.857 -0.799 -3.798
H 3.315 -0.509 -2.753
H 1.133 0.944 -1.805
H -0.052 -2.051 0.982
H 1.569 -3.202 -0.909